{"formula": "C15H55N23O12", "method": "wB97M-V/def2-TZVPD", "species": ["C", "O", "C", "C", "C", "N", "H", "H", "H", "H", "H", "H", "H", "H", "H", "H", "H", "N", "C", "N", "O", "H", "H", "H", "H", "N", "C", "N", "O", "H", "H", "H", "H", "N", "C", "N", "O", "H", "H", "H", "H", "N", "C", "N", "O", "H", "H", "H", "H", "N", "C", "N", "O", "H", "H", "H", "H", "N", "C", "N", "O", "H", "H", "H", "H", "N", "C", "N", "O", "H", "H", "H", "H", "N", "C", "N", "O", "H", "H", "H", "H", "N", "C", "N", "O", "H", "H", "H", "H", "N", "C", "N", "O", "H", "H", "H", "H", "N", "C", "N", "O", "H", "H", "H", "H"], "xyz": [[1.35078, 1.69139, -2.67681], [1.82284, 0.88462, -3.75115], [1.21932, -0.40676, -3.64530], [1.41203, -1.16265, -4.95677], [1.19497, -2.65361, -4.83316], [2.74068, -0.89471, -5.60958], [1.56259, 2.74723, -2.85320], [1.89819, 1.44616, -1.76134], [0.27426, 1.57847, -2.54266], [1.61094, -0.97553, -2.78892], [0.15359, -0.33476, -3.40350], [0.76358, -0.71941, -5.71937], [0.30796, -2.91583, -4.24206], [2.02751, -3.22125, -4.41943], [0.92095, -3.12464, -5.77985], [3.14818, -0.22933, -4.95106], [2.54170, -0.25834, -6.37329], [-3.43753, 1.82406, -1.13946], [-3.50903, 0.71925, -1.90000], [-4.61913, 0.66275, -2.69944], [-2.63545, -0.16884, -1.87637], [-2.60560, 1.95991, -0.58535], [-4.13245, 2.53991, -1.23195], [-4.93747, 1.55786, -3.02006], [-4.54889, -0.16454, -3.27630], [1.30167, -4.25338, -1.59376], [-0.03973, -4.44257, -1.77609], [-0.75832, -3.35548, -1.41520], [-0.55529, -5.52687, -2.04158], [1.97862, -4.99160, -1.63439], [1.48327, -3.54076, -0.89085], [-0.24081, -2.49522, -1.45770], [-1.74979, -3.43375, -1.29564], [4.12561, -2.70607, -0.64719], [3.37134, -1.77779, -0.04388], [4.00016, -0.60553, 0.26464], [2.21432, -2.02791, 0.35052], [5.04967, -2.51722, -0.98518], [3.70498, -3.61482, -0.71133], [4.99141, -0.63933, 0.11658], [3.57524, -0.00725, 0.95924], [-1.63215, 4.47294, 0.54409], [-1.87344, 5.03733, -0.64663], [-1.36097, 4.38392, -1.71908], [-2.56827, 6.05682, -0.75390], [-2.22706, 4.73026, 1.30985], [-1.10105, 3.61724, 0.50396], [-0.92022, 3.48070, -1.67758], [-1.30218, 4.85864, -2.60131], [3.21868, 0.18053, 4.88676], [3.43335, 1.12272, 3.96225], [4.19859, 2.15668, 4.41646], [2.92070, 1.28726, 2.84087], [2.54861, -0.53404, 4.66337], [3.62316, 0.13169, 5.80134], [4.38746, 2.32337, 5.38876], [4.34133, 2.93494, 3.79902], [-0.73572, -0.40317, 0.03661], [-0.19306, 0.73281, 0.56681], [0.63770, 0.31155, 1.58281], [-0.37166, 1.90886, 0.27012], [-0.26569, -1.27007, 0.22371], [-1.42929, -0.39152, -0.72484], [1.36025, 0.84969, 2.06286], [0.78678, -0.67702, 1.65980], [0.28731, 2.21580, 4.69526], [-0.05885, 3.48065, 4.26072], [0.51412, 3.80485, 3.06577], [-0.80270, 4.20260, 4.90604], [0.13322, 1.45871, 4.04456], [0.02278, 2.02929, 5.64813], [0.36779, 4.71933, 2.66854], [1.19872, 3.19096, 2.66314], [-0.87828, -2.65458, 3.78612], [-0.23256, -3.08811, 2.68244], [1.11843, -2.96398, 2.70915], [-0.84483, -3.42426, 1.64527], [-1.87847, -2.59965, 3.86035], [-0.25947, -2.28021, 4.48100], [1.61545, -2.63931, 3.51481], [1.63542, -3.08782, 1.84315], [-3.29175, -1.25738, 1.64637], [-4.17881, -2.24444, 1.94825], [-3.60039, -3.45696, 2.19180], [-5.37895, -2.06522, 2.16310], [-2.29032, -1.31287, 1.57400], [-3.68125, -0.43470, 2.09371], [-2.56924, -3.43380, 2.11587], [-4.21611, -4.14648, 2.58309], [1.95021, 4.51798, 0.02899], [2.00247, 5.83158, 0.38584], [3.24306, 6.37729, 0.14485], [1.13227, 6.42119, 1.00113], [1.14105, 3.94840, 0.20663], [2.70018, 4.14477, -0.51988], [3.40310, 7.34317, 0.36015], [4.02689, 5.75956, 0.06350], [-4.58489, -4.45868, -0.62993], [-4.71802, -3.89560, -1.85905], [-3.82752, -2.89112, -2.06878], [-5.32167, -4.45221, -2.77336], [-5.12608, -5.27090, -0.39318], [-3.99026, -4.16102, 0.12806], [-3.77455, -2.69046, -3.05406], [-3.44022, -2.28432, -1.36953]], "lowdin_charge": [-0.105, -0.186, -0.200, -0.407, -0.074, 0.034, 0.085, 0.082, 0.072, 0.119, 0.117, 0.134, 0.065, 0.071, 0.077, 0.050, 0.061, 0.197, -0.625, 0.170, -0.039, 0.074, 0.113, 0.102, 0.105, 0.148, -0.680, 0.177, 0.026, 0.097, 0.042, 0.067, 0.071, 0.188, -0.623, 0.186, -0.049, 0.113, 0.099, 0.099, 0.078, 0.169, -0.704, 0.161, -0.001, 0.119, 0.024, 0.057, 0.104, 0.185, -0.639, 0.162, -0.036, 0.095, 0.113, 0.103, 0.109, 0.168, -0.599, 0.162, -0.014, 0.052, 0.044, 0.033, 0.044, 0.130, -0.668, 0.182, 0.035, 0.068, 0.092, 0.083, 0.063, 0.180, -0.638, 0.168, -0.016, 0.097, 0.094, 0.088, 0.078, 0.164, -0.698, 0.129, 0.019, 0.052, 0.114, 0.044, 0.115, 0.167, -0.671, 0.138, 0.036, 0.059, 0.088, 0.100, 0.083, 0.163, -0.670, 0.143, 0.016, 0.104, 0.055, 0.106, 0.063], "total_charge": 0, "lumo_energy_ha": -0.02991, "de_lowest_ev": 2.023, "smiles": "COC[C@H](C)N.NC(N)=O.NC(N)=O.NC(N)=O.NC(N)=O.NC(N)=O.NC(N)=O.NC(N)=O.NC(N)=O.NC(N)=O.NC(N)=O.NC(N)=O", "total_energy_ha": -2767.22561, "homo_energy_ev": -9.154, "orbital_gap_ev": 8.3}